(1)
{"formula": "C54H86N15O3S", "method": "ωB97M-V/def2-TZVPD", "symbols": ["C", "C", "C", "C", "C", "C", "C", "C", "C", "C", "C", "C", "C", "C", "C", "C", "C", "C", "C", "C", "N", "C", "C", "C", "C", "O", "O", "C", "C", "C", "S", "C", "N", "N", "C", "O", "C", "H", "H", "H", "H", "H", "H", "H", "H", "H", "H", "H", "H", "H", "H", "H", "H", "H", "H", "H", "H", "H", "H", "H", "H", "H", "H", "H", "H", "H", "H", "H", "H", "H", "H", "H", "H", "H", "H", "H", "H", "H", "H", "H", "H", "H", "H", "H", "H", "H", "H", "C", "C", "N", "H", "H", "H", "C", "C", "N", "H", "H", "H", "C", "C", "N", "H", "H", "H", "C", "C", "N", "H", "H", "H", "C", "C", "N", "H", "H", "H", "C", "C", "N", "H", "H", "H", "C", "C", "N", "H", "H", "H", "C", "C", "N", "H", "H", "H", "C", "C", "N", "H", "H", "H", "C", "C", "N", "H", "H", "H", "C", "C", "N", "H", "H", "H", "C", "C", "N", "H", "H", "H"], "xyz": [[-0.831, 2.296, -6.159], [-0.484, 0.855, -6.724], [-1.697, -0.180, -6.593], [-1.209, -1.687, -6.592], [-1.743, -2.507, -5.332], [-0.758, -2.168, -4.116], [-1.124, -3.007, -2.805], [-0.829, -2.126, -1.488], [-1.904, -2.286, -0.324], [-1.687, -3.497, 0.687], [-0.201, -3.969, 0.888], [0.816, -2.873, 1.413], [0.171, -1.670, 2.191], [-0.637, -2.102, 3.503], [-1.836, -1.065, 3.705], [-1.343, 0.282, 4.412], [-1.596, 1.471, 3.404], [-1.037, 2.865, 3.887], [-0.618, 3.691, 2.584], [0.714, 4.501, 2.753], [1.944, 3.685, 2.515], [2.077, 2.360, 2.826], [3.319, 1.598, 2.600], [4.478, 2.281, 2.023], [5.802, 1.490, 1.808], [6.669, 1.411, 2.621], [5.921, 0.836, 0.563], [4.314, 3.716, 1.661], [5.438, 4.583, 0.998], [6.764, 4.732, 1.846], [8.063, 5.397, 0.685], [8.334, 4.020, -0.505], [8.851, 4.075, -1.783], [8.893, 2.848, -2.342], [8.400, 1.910, -1.456], [8.090, 2.658, -0.372], [3.027, 4.335, 1.931], [-0.970, 3.036, -6.994], [-1.761, 2.297, -5.518], [0.034, 2.608, -5.502], [-0.145, 0.976, -7.789], [0.362, 0.413, -6.135], [-2.343, 0.070, -5.711], [-2.325, 0.004, -7.518], [-1.557, -2.196, -7.532], [-0.078, -1.650, -6.615], [-1.706, -3.614, -5.494], [-2.750, -2.100, -5.061], [-0.874, -1.054, -3.953], [0.324, -2.306, -4.423], [-0.489, -3.930, -2.856], [-2.212, -3.262, -2.904], [0.237, -2.252, -1.172], [-0.920, -1.056, -1.852], [-2.895, -2.472, -0.838], [-2.016, -1.282, 0.174], [-2.260, -4.391, 0.261], [-2.231, -3.237, 1.640], [0.189, -4.356, -0.098], [-0.168, -4.858, 1.586], [1.522, -3.382, 2.134], [1.473, -2.501, 0.569], [-0.416, -0.966, 1.536], [1.040, -1.043, 2.580], [0.059, -1.997, 4.383], [-1.030, -3.145, 3.415], [-2.703, -1.523, 4.255], [-2.229, -0.765, 2.689], [-2.033, 0.434, 5.293], [-0.286, 0.218, 4.784], [-1.105, 1.172, 2.429], [-2.687, 1.606, 3.159], [-1.746, 3.443, 4.541], [-0.090, 2.737, 4.485], [-1.440, 4.444, 2.397], [-0.558, 3.066, 1.655], [0.774, 5.004, 3.757], [0.726, 5.308, 1.964], [1.229, 1.791, 3.268], [3.378, 0.513, 2.861], [5.607, -0.079, 0.739], [5.597, 4.181, -0.039], [4.993, 5.613, 0.856], [6.650, 5.436, 2.713], [7.142, 3.760, 2.250], [8.277, 0.814, -1.597], [2.918, 5.421, 1.674], [-4.201, 2.622, -7.830], [-4.414, 1.991, -6.531], [-4.575, 1.489, -5.511], [-3.709, 1.942, -8.528], [-5.144, 2.929, -8.285], [-3.575, 3.511, -7.744], [-5.841, -5.209, -0.761], [-4.482, -5.156, -1.289], [-3.411, -5.113, -1.705], [-6.200, -6.235, -0.679], [-5.902, -4.765, 0.233], [-6.541, -4.669, -1.401], [9.676, 2.248, 2.065], [10.965, 2.564, 2.677], [11.977, 2.813, 3.158], [9.331, 3.030, 1.401], [9.734, 1.334, 1.473], [8.901, 2.098, 2.817], [-6.419, -9.860, -0.847], [-6.400, -8.678, 0.007], [-6.387, -7.747, 0.680], [-5.444, -10.351, -0.875], [-7.143, -10.597, -0.496], [-6.683, -9.607, -1.870], [1.688, 4.790, 6.833], [0.227, 4.751, 6.817], [-0.922, 4.719, 6.806], [2.105, 4.637, 5.835], [2.059, 5.750, 7.196], [2.102, 4.015, 7.480], [9.290, 6.481, -4.227], [9.077, 6.956, -5.593], [8.909, 7.329, -6.666], [8.716, 5.576, -4.023], [10.339, 6.248, -4.043], [8.989, 7.229, -3.492], [-10.571, -8.274, -1.445], [-9.210, -8.223, -1.972], [-8.140, -8.183, -2.387], [-10.931, -9.301, -1.367], [-10.629, -7.832, -0.449], [-11.268, -7.731, -2.085], [-5.251, -0.597, -3.108], [-5.456, -1.247, -1.815], [-5.617, -1.759, -0.799], [-4.757, -1.264, -3.817], [-6.196, -0.288, -3.556], [-4.629, 0.295, -3.016], [-0.182, 4.656, -2.661], [-0.253, 3.214, -2.437], [-0.310, 2.079, -2.263], [0.623, 4.914, -3.350], [-1.111, 5.040, -3.087], [-0.002, 5.196, -1.730], [-1.226, 1.678, 9.454], [0.126, 1.722, 8.907], [1.190, 1.758, 8.475], [-1.600, 0.655, 9.519], [-1.266, 2.102, 10.459], [-1.928, 2.241, 8.837], [-3.966, -0.442, 11.459], [-4.193, 0.003, 10.086], [-4.374, 0.352, 9.006], [-4.508, -1.364, 11.674], [-2.909, -0.634, 11.647], [-4.296, 0.307, 12.181], [1.203, -5.413, -6.828], [0.123, -5.092, -7.759], [-0.726, -4.840, -8.491], [1.660, -6.375, -7.065], [1.991, -4.660, -6.857], [0.840, -5.468, -5.800]], "atomic_forces_ev_per_a": [[0.3261, -0.2609, 0.2089], [-0.6368, -0.1313, 0.6594], [0.4004, 0.4621, -1.1313], [-0.5228, -0.0752, -0.0998], [2.0669, 1.0682, 0.2416], [-0.6730, 0.0870, -0.1322], [0.6633, 1.3091, -0.4812], [-0.8978, 0.1650, -0.8861], [0.1215, -0.3975, -0.7183], [-0.6129, -0.2922, -0.6674], [0.0710, 0.0937, 0.0429], [0.1760, -0.1601, 0.2890], [0.8599, 0.0890, 0.7241], [-0.4490, 1.2033, -0.6363], [0.5827, -0.1123, -0.0197], [-1.9589, -0.1056, -0.3167], [0.5531, 0.0357, 0.3942], [0.8048, -0.2727, -1.0554], [-0.5114, 0.7675, 0.7497], [-1.3996, 0.6686, -0.4802], [2.1982, -0.7526, -0.5632], [1.6304, -1.3535, -0.2757], [0.1630, 2.5639, -0.7225], [-2.2162, 1.0912, 0.1691], [0.1350, -0.3678, -0.7160], [-0.8208, 0.3580, -0.1167], [-1.0993, 0.1641, 1.5697], [-1.2253, -0.9963, 0.9388], [-1.1585, 0.1516, 0.4607], [-0.1420, -0.8676, -0.8877], [0.1781, -1.4428, -0.4559], [1.0008, -2.8132, -4.4333], [-0.9690, 1.1621, 2.4257], [-0.8102, -2.5177, 1.2990], [1.5588, 5.5574, -1.8542], [-1.7421, -0.7226, 3.2230], [1.7183, -0.8898, -0.0758], [0.1766, -0.6076, 0.8748], [0.9713, -0.0968, -0.6752], [-0.9885, 0.0228, -0.7674], [-0.3071, -0.4239, 0.9754], [-0.5868, 0.5386, -0.5234], [0.7527, -0.2712, -0.6398], [0.3352, -0.3309, 1.0791], [0.4333, 0.4826, 0.8305], [-1.1603, -0.4066, 0.0840], [-0.4517, 0.9470, -0.0657], [0.6480, -0.8146, -0.2782], [0.1468, -1.0758, 0.1296], [-1.1467, -0.0553, 0.2474], [-0.8818, 0.5543, 0.3336], [1.0951, 0.0354, 0.4613], [-0.9468, 0.0121, -0.0855], [0.1604, -1.0569, 0.5400], [1.0189, 0.2821, 0.6026], [0.2122, -1.0665, -0.1641], [0.8806, 1.2307, 0.5763], [0.7907, -0.2970, -0.7783], [-0.4770, 0.3696, 0.9403], [-0.2092, 0.9662, -0.6791], [-0.6157, 0.4953, -0.6836], [-0.8266, -0.2363, 0.8623], [0.4052, -1.0370, 0.5515], [-0.7843, -0.4926, -0.5221], [-0.7593, -0.4951, -0.7642], [0.4701, 0.8799, 0.1352], [0.9649, 0.4380, -0.3656], [0.3070, -0.5564, 0.9808], [1.0354, -0.0033, -0.6300], [-0.8368, 0.1399, -0.4613], [-0.3946, 0.4312, 0.9269], [0.9883, -0.4194, 0.3735], [0.6840, -0.6155, -0.7477], [-1.0196, -0.0880, -0.2271], [1.0094, -0.6417, 0.0300], [0.0175, 0.3759, 0.8665], [0.0618, -0.6606, -0.8713], [0.1948, -0.8550, 0.8942], [0.5555, 0.8929, -0.4698], [-0.3083, 1.1844, -0.1702], [0.3474, 0.4462, -0.4724], [0.2222, 0.2353, 1.0460], [0.5918, -1.0591, 0.0685], [0.2185, -0.4656, -1.0615], [-0.4474, 0.8565, -0.3360], [-0.0210, 1.2778, 0.5833], [-0.1852, -1.2823, 0.3821], [0.0331, 0.1744, -0.3543], [-0.0148, 0.0107, -0.0587], [-0.0280, 0.1386, -0.1367], [-0.0206, -0.1021, 0.1961], [-0.0319, -0.0929, 0.1835], [-0.0220, -0.0938, 0.1903], [-0.4476, 0.0883, -0.0715], [-0.1555, 0.0524, -0.0105], [-0.2520, -0.1468, 0.0387], [0.3002, 0.2900, -0.1444], [0.2096, 0.0022, -0.0806], [0.2659, 0.1080, -0.0844], [-0.1112, -0.2688, 0.1348], [-0.0728, 0.0399, -0.0411], [-0.1513, -0.0250, -0.0583], [0.4025, 0.1679, 0.2017], [0.1434, 0.0197, 0.1001], [0.2428, -0.0266, 0.1160], [0.3334, -0.6293, -0.1459], [-0.0046, -0.1632, -0.0071], [-0.0858, -0.5460, 0.1439], [0.0182, 0.1583, 0.2370], [-0.0027, 0.1687, 0.1436], [0.0855, 0.1696, 0.1766], [0.3959, 0.0381, 0.1011], [0.1035, -0.0250, 0.0700], [0.2155, -0.0099, -0.0648], [-0.1724, -0.0185, -0.0134], [-0.2232, 0.0130, -0.0199], [-0.2715, -0.0712, -0.0116], [0.0216, -0.1312, 0.2912], [0.0329, 0.0098, 0.0701], [-0.0049, -0.0527, 0.1509], [0.0323, 0.0502, -0.1497], [-0.0449, 0.0319, -0.1752], [-0.0247, 0.0707, -0.1869], [-0.3644, -0.0062, 0.1595], [-0.1030, 0.0583, -0.0254], [-0.5338, 0.2902, -0.1482], [0.1899, 0.0068, -0.0785], [0.2089, 0.0092, -0.0727], [0.1965, 0.0047, -0.0801], [0.0708, 0.1283, -0.2282], [-0.0053, -0.0040, -0.0797], [0.0193, 0.0639, -0.1382], [-0.0144, -0.0774, 0.1694], [-0.0005, -0.0598, 0.1628], [-0.0418, -0.0905, 0.1183], [0.0125, 0.3482, -0.1068], [-0.0117, 0.0613, -0.0301], [0.0516, 0.1613, 0.0744], [-0.0236, -0.1985, 0.0122], [-0.0048, -0.1981, 0.0271], [-0.0300, -0.1758, 0.0267], [-0.3470, 0.0089, 0.1757], [-0.0412, 0.0192, 0.0206], [-0.1666, 0.0697, -0.0181], [0.1992, 0.0115, -0.1594], [0.2226, 0.0328, -0.0777], [0.1815, -0.0241, -0.1028], [0.0408, -0.1020, 0.3544], [-0.1000, -0.0340, 0.0077], [0.1257, -0.0508, 0.2355], [-0.0248, 0.0617, -0.1926], [-0.0318, 0.0427, -0.1762], [-0.0390, 0.0583, -0.1907], [0.2779, -0.0779, 0.2592], [-0.0372, 0.0113, -0.0237], [0.1908, -0.0370, 0.1747], [-0.1520, 0.0449, -0.1281], [-0.1522, 0.0477, -0.1326], [-0.1600, 0.0464, -0.1255]], "gap_ev": 6.36, "total_energy_ha": -3553.90028, "total_charge": 1}

---

(2)
{"formula": "C4H14N2O", "method": "ωB97M-V/def2-TZVPD", "symbols": ["C", "C", "C", "N", "C", "N", "H", "H", "H", "H", "H", "H", "H", "H", "H", "H", "H", "H", "H", "H", "O"], "xyz": [[0.362, 1.239, 0.307], [0.594, 0.215, 1.365], [1.880, -0.560, 1.109], [1.646, -2.165, 1.118], [-0.675, 2.311, 0.579], [-1.934, 2.000, -0.102], [1.286, 1.885, 0.356], [0.219, 0.905, -0.745], [0.567, 0.761, 2.292], [-0.183, -0.641, 1.344], [2.420, -0.274, 0.166], [2.668, -0.489, 2.064], [1.243, -2.380, 1.951], [2.586, -2.415, 1.093], [-0.162, 3.247, 0.441], [-0.837, 2.252, 1.693], [-1.782, 0.938, -0.459], [-1.976, 2.599, -0.901], [-1.211, -3.102, -3.344], [-2.461, -2.621, -4.129], [-1.665, -2.341, -3.638]], "atomic_forces_ev_per_a": [[1.7318, 2.0709, -0.8560], [-1.0886, -2.5439, -0.9547], [2.2205, -2.4282, 2.7777], [-0.0139, 4.5694, -3.9469], [-0.4113, -1.7491, 2.2433], [0.7234, -2.5708, -0.4059], [-0.1633, -1.0180, -0.5582], [0.4328, -0.2234, 0.7028], [0.0970, -0.2963, 0.6181], [0.5861, 1.6143, 0.2981], [-0.6592, -0.4254, 0.9455], [-1.8284, 0.6198, -2.5452], [-1.1224, -0.7762, 3.0480], [1.6752, -1.4011, 0.1988], [-0.7830, 0.7686, -0.7499], [-0.1559, 0.3461, -0.7705], [-0.9010, 3.4340, 0.7472], [-0.3452, -0.0092, -0.8094], [0.5778, -1.4177, 0.3964], [0.7493, -0.0091, 0.4700], [-1.3218, 1.4455, -0.8493]], "gap_ev": 10.02, "total_energy_ha": -345.46353, "smiles": "NCCCCN.O", "de_lowest_kcal_mol": 70.7}

---

> Number 2 is which compound?

C4H14N2O